# C6H24O8

A cluster of 8 separate species, C6H24O8 in total (ωB97M-V/def2-TZVPD, the OMol25 dataset).

Last column: natural (NBO) charge in e.
Cartesian coordinates (Å):
C 1.76 -1.99 -1.89  -0.67
C 0.96 -0.89 -1.33  -0.19
C 1.32 0.28 -0.83  -0.29
C 0.29 1.03 -0.12  -0.37
C 0.68 2.12 0.57  0.36
C -0.25 2.81 1.44  -0.69
O 2.03 2.53 0.64  -0.70
H 1.52 -2.92 -1.11  0.24
H 1.39 -2.54 -2.83  0.23
H 2.76 -1.59 -2.17  0.23
H -0.20 -1.18 -1.15  0.16
H 2.44 0.57 -1.13  0.24
H -0.79 0.75 -0.20  0.23
H -0.13 3.01 2.55  0.26
H -1.26 2.22 1.29  0.23
H -0.27 3.83 1.02  0.21
H 2.07 3.32 1.24  0.49
O -1.14 -1.21 2.45  -0.96
H -1.25 -2.00 2.89  0.48
H -1.81 -1.40 1.72  0.50
O 1.52 -1.93 1.48  -0.95
H 1.17 -1.47 2.35  0.50
H 0.79 -1.68 0.81  0.49
O -0.73 1.12 -3.19  -0.95
H -0.37 2.10 -3.07  0.47
H 0.02 0.87 -2.72  0.48
O -2.05 1.26 3.11  -0.95
H -1.34 0.55 2.84  0.49
H -2.58 1.26 2.37  0.45
O -2.44 -2.63 -0.43  -0.99
H -2.08 -1.88 -0.91  0.50
H -2.28 -3.52 -0.82  0.49
O 3.26 -0.07 1.21  -0.97
H 2.57 -0.71 1.05  0.48
H 3.11 0.65 0.53  0.46
O -3.01 -0.61 -2.33  -0.95
H -2.39 -0.29 -3.15  0.50
H -3.30 0.23 -2.16  0.46

Values from the calculation:
- Energy relative to the best compared isomer or geometry (same formula, charge and spin): 5.348 eV
- HOMO: -8.4 eV
- LUMO: 0.0057 hartree
- Calculated total energy: -22987.0893 eV
- Charge: 0
- Orbital gap: 8.560 eV
- SMILES string: C/C=C/C=C(/C)O.O.O.O.O.O.O.O